(1)
Entry from the OMol25 dataset: a cluster of 9 separate species, C28H80O33P8 in total (the ωB97M-V functional and the def2-TZVPD basis).

Cartesian coordinates (Å):
C -4.928 1.311 6.557
O -3.522 0.976 6.558
P -2.772 0.315 5.274
O -3.642 -0.594 4.454
O -2.183 1.599 4.459
C -2.482 1.698 3.147
O -1.491 -0.363 6.036
C -1.699 -1.320 7.038
H -5.323 1.041 5.578
H -5.059 2.356 6.835
H -5.286 0.622 7.321
H -2.720 0.769 2.627
H -1.561 2.141 2.768
H -3.331 2.352 2.945
H -1.849 -2.322 6.635
H -2.387 -1.104 7.855
H -0.701 -1.254 7.474
C -6.335 -4.364 -1.088
O -5.201 -3.622 -1.468
P -4.833 -2.211 -0.738
O -3.477 -1.698 -1.114
O -5.133 -2.628 0.825
C -4.989 -1.759 1.904
O -6.108 -1.273 -1.127
C -6.210 0.046 -0.722
H -6.159 -5.368 -0.701
H -6.818 -4.606 -2.035
H -7.083 -3.822 -0.509
H -4.138 -2.152 2.460
H -5.847 -1.831 2.572
H -4.869 -0.748 1.518
H -6.185 0.466 -1.728
H -5.376 0.475 -0.167
H -7.205 0.094 -0.280
C 1.282 7.243 3.091
O 2.066 6.063 3.221
P 1.528 4.665 3.836
O 0.166 4.280 3.528
O 1.836 4.853 5.450
C 0.683 4.684 6.313
O 2.663 3.562 3.344
C 2.953 3.364 1.987
H 0.234 7.063 3.333
H 1.177 7.525 2.043
H 1.776 7.874 3.830
H 0.306 3.673 6.159
H 0.045 5.487 5.947
H 0.993 4.776 7.353
H 3.616 2.500 1.930
H 3.646 4.150 1.681
H 2.105 3.311 1.306
C 5.344 1.477 -1.410
O 5.439 2.871 -1.348
P 4.411 3.960 -2.030
O 2.967 3.784 -1.779
O 5.044 5.429 -1.561
C 4.184 6.581 -1.500
O 4.924 3.868 -3.603
C 6.178 3.564 -3.982
H 5.682 1.068 -0.458
H 5.895 0.848 -2.110
H 4.278 1.253 -1.471
H 3.236 6.561 -2.037
H 4.583 7.529 -1.860
H 3.977 6.713 -0.438
H 6.278 2.537 -4.335
H 6.893 3.725 -3.174
H 6.358 4.297 -4.769
C 3.148 -1.284 1.683
O 4.162 -1.595 2.670
P 5.636 -0.988 2.637
O 5.668 0.476 2.835
O 6.586 -1.913 3.634
C 6.488 -3.303 3.667
O 6.161 -1.382 1.141
C 7.274 -0.692 0.607
H 2.150 -1.679 1.877
H 3.342 -1.843 0.768
H 3.006 -0.205 1.736
H 7.185 -3.767 2.970
H 5.518 -3.666 3.323
H 6.502 -3.741 4.665
H 7.453 0.308 1.002
H 7.069 -0.446 -0.435
H 8.198 -1.270 0.608
C -0.882 -1.622 2.852
O 0.123 -2.668 2.668
P -0.052 -4.115 3.454
O -1.324 -4.281 4.273
O 0.212 -5.313 2.296
C -0.613 -5.436 1.138
O 1.336 -4.204 4.285
C 1.810 -3.121 4.932
H -1.796 -1.872 2.314
H -0.478 -0.618 2.729
H -1.062 -1.652 3.926
H -1.501 -4.829 1.310
H -0.804 -6.494 0.964
H -0.034 -5.057 0.295
H 2.663 -2.652 4.440
H 2.299 -3.453 5.851
H 1.033 -2.479 5.349
C -6.347 -1.369 -5.450
O -6.114 -0.134 -4.847
P -5.294 0.957 -5.679
O -5.764 1.426 -7.015
O -4.949 2.185 -4.588
C -3.998 3.202 -4.897
O -3.845 0.236 -5.842
C -3.125 -0.115 -4.681
H -7.336 -1.791 -5.276
H -5.557 -1.990 -5.026
H -6.169 -1.370 -6.526
H -4.564 4.086 -4.606
H -3.633 3.142 -5.922
H -3.150 3.096 -4.219
H -2.103 -0.353 -4.978
H -3.513 -1.016 -4.204
H -3.076 0.701 -3.960
C -0.290 -1.592 -7.382
O 0.024 -2.040 -6.068
P 1.502 -2.457 -5.725
O 2.596 -1.655 -6.287
O 1.381 -2.517 -4.091
C 0.723 -3.578 -3.423
O 1.646 -3.973 -6.268
C 2.042 -4.224 -7.558
H -0.806 -0.633 -7.366
H -0.717 -2.289 -8.103
H 0.670 -1.352 -7.842
H 0.081 -3.217 -2.619
H 1.350 -4.347 -2.970
H 0.088 -4.141 -4.108
H 1.166 -4.638 -8.060
H 2.797 -4.999 -7.692
H 2.342 -3.433 -8.246
C 0.443 0.483 -2.081
C -0.982 0.441 -1.458
C -0.865 -0.324 -0.217
O 0.468 0.046 0.301
C 1.286 0.306 -0.869
H 0.574 1.445 -2.576
H 0.579 -0.336 -2.787
H -1.610 -0.015 -2.224
H -1.297 1.464 -1.251
H -0.890 -1.403 -0.382
H -1.798 -0.108 0.305
H 1.997 -0.519 -0.922
H 1.723 1.204 -0.429

E_LUMO ... 0.0173 Ha
Molecular weight ... 1192.7 g/mol
Electronic energy ... -6329.0892 Eh
Relative energy (zero: lowest compared OMol25 entry of this formula, charge and spin) ... 0.00 kcal per mole

(2)
Entry from the OMol25 dataset: an isolated molecule of C8H15I (the ωB97M-V functional and the def2-TZVPD basis).

Cartesian coordinates (Å):
C 0.542 0.207 -0.523
C -0.322 0.229 0.750
C 0.182 -1.010 0.210
C -0.002 0.320 -1.935
C 1.873 0.901 -0.463
C -1.843 0.444 0.626
C 0.352 0.912 1.917
C -0.839 -2.016 -0.382
I 1.675 -2.132 1.320
H 0.392 1.246 -2.490
H -1.187 0.219 -2.060
H 0.598 -0.511 -2.401
H 2.400 0.850 -1.526
H 2.704 0.383 0.103
H 1.874 2.026 -0.134
H -2.130 1.306 1.426
H -2.464 -0.530 0.771
H -2.179 0.813 -0.335
H -0.199 0.766 2.776
H 0.371 1.898 1.766
H 1.372 0.601 2.133
H -1.688 -1.380 -0.665
H -1.097 -2.883 0.333
H -0.386 -2.658 -1.217

E_LUMO ... 0.0228 Ha
Molecular weight ... 238.1 g/mol
Electronic energy ... -611.4200 Eh
Relative energy (zero: lowest compared OMol25 entry of this formula, charge and spin) ... 22.77 kcal per mole

(3)
Entry from the OMol25 dataset: a structure of composition C3H5CaO3 (the ωB97M-V functional and the def2-TZVPD basis).

Cartesian coordinates (Å):
H 0.138 1.989 -0.491
O -1.222 0.472 -2.097
C -0.249 0.236 -1.368
C 0.611 0.400 1.255
O -0.427 -0.812 -0.543
O 0.577 1.163 -0.749
C 0.453 -0.947 0.639
H -0.286 0.844 1.692
H 1.606 0.701 1.583
H -0.082 -1.657 1.279
H 1.399 -1.340 0.254
Ca -2.518 -1.049 -1.455

Total charge ... +2
E_LUMO (spin up / spin down) ... -0.3562 / -0.3599 Ha
Molecular weight ... 129.1 g/mol
Electronic energy ... -1019.9302 Eh
Multiplicity ... 2
Relative energy (zero: lowest compared OMol25 entry of this formula, charge and spin) ... 0.00 kcal per mole

(4)
Entry from the OMol25 dataset: an isolated molecule of C4H13N3S (the ωB97M-V functional and the def2-TZVPD basis).

Cartesian coordinates (Å):
C -0.843 -1.254 -1.112
N 0.091 -1.652 -2.163
C -0.220 -0.521 0.074
C 0.273 0.893 -0.258
S 1.667 1.055 -1.412
N -1.225 -0.563 1.100
C -0.948 -0.219 2.475
N -0.374 1.082 2.858
H -1.564 -0.600 -1.604
H -1.357 -2.090 -0.659
H 0.803 -2.291 -1.841
H -0.450 -2.103 -2.895
H 0.644 -1.067 0.463
H -0.545 1.529 -0.631
H 0.674 1.348 0.633
H 1.135 0.462 -2.483
H -2.107 -0.231 0.753
H -1.880 -0.254 3.008
H -0.243 -0.955 2.855
H 0.539 1.276 2.442
H -1.009 1.852 2.612

E_LUMO ... 0.0335 Ha
Molecular weight ... 135.2 g/mol
Electronic energy ... -722.6351 Eh
Relative energy (zero: lowest compared OMol25 entry of this formula, charge and spin) ... 21.20 kcal per mole

(5)
Entry from the OMol25 dataset: a cluster of 2 separate species, C6H17N2 in total (the ωB97M-V functional and the def2-TZVPD basis).

Cartesian coordinates (Å):
C -1.362 -1.516 -2.592
N -1.268 0.420 0.125
C -0.836 0.943 1.398
C 0.213 2.030 1.327
C 1.447 1.627 0.546
C 2.414 0.679 1.289
C -0.295 -2.055 -1.583
N -0.645 -1.936 -0.211
H -0.972 -1.405 -3.597
H -2.222 -2.191 -2.616
H -1.717 -0.573 -2.179
H -0.450 0.011 1.895
H -1.730 1.164 1.988
H -0.288 2.894 0.888
H 0.481 2.252 2.364
H 1.983 2.552 0.310
H 1.156 1.121 -0.374
H 2.233 0.717 2.370
H 2.153 -0.356 1.036
H 3.469 0.818 1.095
H 0.571 -1.404 -1.748
H -0.048 -3.069 -1.907
H -2.252 0.675 -0.023
H -1.434 -2.463 0.146
H -0.602 -0.936 0.054

Total charge ... +1
E_LUMO ... -0.3004 Ha
Molecular weight ... 117.2 g/mol
Electronic energy ... -347.8816 Eh
Relative energy (zero: lowest compared OMol25 entry of this formula, charge and spin) ... 131.28 kcal per mole

(6)
Entry from the OMol25 dataset: a structure of composition C38H49BIN9PtS3 (the ωB97M-V functional and the def2-TZVPD basis).

Cartesian coordinates (Å):
Pt -0.437 0.735 0.045
C 4.692 -3.508 -1.013
C 3.797 -2.342 -0.592
C 3.287 -1.612 -1.834
C 4.619 -1.409 0.305
N 2.610 -2.863 0.129
C 2.231 -4.193 0.140
C 1.037 -4.278 0.752
N 0.643 -3.016 1.115
B -0.657 -2.779 1.919
N -0.294 -1.766 3.057
C 0.512 -2.254 4.057
C 0.805 -1.260 4.907
N 0.188 -0.122 4.446
C -0.472 -0.435 3.285
S -1.388 0.692 2.368
C 0.329 1.211 5.074
C -1.052 1.772 5.418
C 1.088 2.113 4.096
C 1.141 1.094 6.363
N -1.873 -2.379 1.066
C -3.074 -2.114 1.689
C -4.019 -1.954 0.751
N -3.433 -2.167 -0.487
C -2.091 -2.405 -0.280
S -0.939 -2.861 -1.425
C -4.163 -2.007 -1.767
C -3.855 -0.608 -2.298
C -5.665 -2.153 -1.511
C -3.756 -3.060 -2.802
C 1.614 -2.143 0.726
S 1.680 -0.469 1.116
H 5.560 -3.102 -1.529
H 4.182 -4.178 -1.704
H 5.041 -4.077 -0.150
H 4.120 -1.203 -2.407
H 2.627 -0.796 -1.553
H 2.726 -2.301 -2.466
H 5.594 -1.236 -0.152
H 4.769 -1.855 1.289
H 4.127 -0.452 0.431
H 2.836 -4.979 -0.265
H 0.424 -5.134 0.961
H -0.967 -3.805 2.468
H 0.804 -3.287 4.077
H 1.406 -1.289 5.794
H -1.637 1.940 4.520
H -0.943 2.719 5.947
H -1.596 1.078 6.060
H 0.546 2.179 3.157
H 2.074 1.694 3.892
H 1.202 3.111 4.519
H 0.668 0.418 7.075
H 1.199 2.079 6.823
H 2.159 0.759 6.161
H -3.145 -2.038 2.759
H -5.051 -1.699 0.879
H -4.289 0.153 -1.644
H -4.259 -0.481 -3.303
H -2.774 -0.465 -2.341
H -6.058 -1.335 -0.908
H -5.885 -3.104 -1.023
H -6.184 -2.128 -2.467
H -2.774 -2.852 -3.208
H -4.477 -3.046 -3.621
H -3.744 -4.056 -2.361
C -1.286 2.706 -0.211
H -0.559 3.201 -0.861
H -2.237 2.593 -0.730
I -3.436 4.647 4.521
C -2.189 4.213 2.912
C -0.862 4.508 2.813
N -0.452 4.113 1.560
N -1.501 3.502 0.941
C -2.571 3.570 1.741
H -0.185 4.993 3.490
H 0.446 3.661 1.419
H -3.521 3.164 1.448
N 0.201 0.521 -1.777
C 0.632 1.211 -2.757
C 1.889 1.991 -2.715
C 2.510 2.252 -1.483
C 3.710 2.931 -1.417
C 4.330 3.384 -2.576
C 3.699 3.192 -3.796
C 2.493 2.515 -3.868
C -0.127 1.194 -4.050
C -1.312 1.906 -4.172
C -1.992 1.939 -5.380
C -1.493 1.260 -6.481
C -0.318 0.531 -6.363
C 0.356 0.489 -5.153
H 2.017 1.932 -0.574
H 4.173 3.119 -0.456
H 5.277 3.905 -2.529
H 4.151 3.571 -4.704
H 2.016 2.379 -4.827
H -1.683 2.471 -3.325
H -2.910 2.508 -5.464
H -2.005 1.314 -7.432
H 0.077 -0.001 -7.219
H 1.272 -0.081 -5.055

E_LUMO (spin up / spin down) ... -0.0187 / -0.0187 Ha
Molecular weight ... 1060.9 g/mol
Electronic energy ... -3606.7026 Eh
Relative energy (zero: lowest compared OMol25 entry of this formula, charge and spin) ... 61.11 kcal per mole

Q: What is the formula in the third record?
A: C3H5CaO3

Q: Which of these has the lowest molecular weight?
A: C6H17N2